# C24H42CeO2P2

A structure of composition C24H42CeO2P2 at a distorted geometry (ωB97M-V/def2-TZVPD, the Open Molecules 2025 dataset).

Structure (XYZ):
```
71
Properties=species:S:1:pos:R:3:forces:R:3:lowdin_charge:R:1
Ce 1.8117 -0.1449 1.0225 0.0 2.3 4.3 1.31
C -0.1450 -0.7777 2.7517 0.5 -0.9 0.2 -0.28
C 0.1444 -1.9711 1.9984 0.2 0.4 0.9 -0.28
C 1.9434 -1.5261 3.3695 -0.1 0.7 -0.4 -0.27
C 0.9705 -0.5097 3.5962 -0.1 -0.5 -0.6 -0.26
C 1.4424 -2.4271 2.4057 -0.9 0.5 -0.2 -0.29
C -1.4656 -0.1216 2.9097 -0.4 0.5 -0.2 -0.01
H -1.3344 0.9593 3.0090 -0.2 0.0 -0.1 0.10
H -2.0409 -0.4412 3.7942 0.5 -0.2 -0.2 0.13
H -2.0874 -0.3196 2.0444 -0.2 0.1 0.0 0.06
C 1.0524 0.5771 4.6093 -0.1 0.3 0.1 0.02
H 0.0343 0.8786 4.9139 0.6 0.1 -0.2 0.10
H 1.5863 1.4393 4.1572 -0.3 -0.2 0.6 0.11
H 1.5775 0.2266 5.5172 -0.1 0.3 -0.5 0.11
C 3.2752 -1.5733 4.0151 0.3 -0.2 0.4 0.02
H 3.2195 -1.2239 5.0546 0.1 0.1 -0.4 0.10
H 3.9993 -0.9512 3.4582 0.0 -0.3 0.4 0.10
H 3.6186 -2.6083 4.0782 0.2 0.2 -0.2 0.10
C 2.0700 -3.6822 1.9426 0.4 -0.4 -0.2 0.01
H 2.7607 -4.0895 2.6863 0.0 0.1 -0.2 0.10
H 2.6414 -3.4691 1.0306 0.1 -0.5 0.0 0.08
H 1.3276 -4.4618 1.7357 0.1 0.2 -0.1 0.10
C -0.8348 -2.7000 1.1397 -0.3 0.1 -0.4 0.02
H -0.8258 -3.7932 1.3393 0.0 0.7 -0.2 0.11
H -0.5783 -2.5251 0.0739 -0.4 -0.3 0.4 0.07
H -1.8508 -2.2883 1.3260 0.6 -0.5 -0.3 0.10
C -3.9502 2.9850 -0.2392 0.0 0.0 0.1 -0.08
C -4.9607 2.4819 -0.9825 0.5 0.5 0.3 -0.09
C -4.9391 1.7482 -2.3147 0.7 -0.2 0.3 -0.16
C -3.5422 1.6838 -3.0674 0.1 0.8 -0.2 -0.15
C -2.7579 0.5268 -2.4828 0.1 0.2 -0.2 -0.14
C -2.6958 0.3141 -1.1260 -0.2 0.8 1.3 -0.15
C -2.0114 1.3033 -0.2290 -1.8 1.0 0.1 -0.27
C -2.4371 2.7772 -0.4378 0.4 0.6 0.0 -0.18
H -5.6872 2.1773 -3.0056 0.3 -0.1 0.4 0.12
H -3.0570 2.6694 -3.0129 -0.3 -0.1 -0.1 0.09
H -5.2840 0.7348 -2.0272 0.1 0.2 -0.8 0.12
H -2.1796 3.1833 -1.4330 0.3 -0.3 0.7 0.08
H -4.1558 3.6553 0.6189 -0.3 -0.8 -0.4 0.11
H -5.9836 2.5669 -0.5822 0.5 0.4 -0.2 0.12
H -1.8300 3.3234 0.3295 -0.8 0.1 -0.7 0.12
H -2.2187 1.1014 0.8098 -0.5 -0.1 0.2 0.06
H -3.5242 -0.2496 -0.6349 1.8 -1.6 -0.3 0.14
H -0.8977 1.2051 -0.2733 -0.5 0.1 -0.2 0.01
H -3.7373 1.5089 -4.1442 0.3 -0.1 0.6 0.12
H -2.4115 -0.2417 -3.1629 -1.7 -0.9 -0.2 0.07
P 0.1806 0.6885 -2.2068 0.3 -0.3 -1.3 0.88
C 0.2953 2.4910 -2.5878 0.3 -0.1 0.6 -0.22
C 0.2075 0.1774 -4.0228 0.1 -0.2 0.4 -0.21
P 2.0546 -1.4423 -1.1721 0.6 -0.9 -2.7 0.74
C 1.9669 0.3387 -1.7680 0.2 0.1 -0.1 -0.53
C 1.0265 -2.5183 -2.2261 -0.2 -0.3 0.0 -0.23
C 3.7777 -1.9134 -1.5922 0.3 -0.2 0.5 -0.20
H 0.6078 3.0402 -1.6923 -0.2 0.1 -0.2 0.06
H -0.6699 2.8770 -2.9459 0.4 -0.2 0.1 0.05
H 1.0641 2.5761 -3.3626 -0.2 0.3 0.2 0.05
H 0.6028 1.0599 -4.5462 -0.1 -0.6 -0.2 0.05
H -0.7957 -0.0626 -4.4051 0.4 0.2 0.2 0.04
H 0.8427 -0.7018 -4.2009 -0.2 0.4 0.0 0.03
H 3.9156 -1.5406 -2.6263 0.4 -0.4 0.6 0.07
H 3.9046 -3.0099 -1.4939 -0.3 0.5 -0.4 0.08
H 4.5413 -1.5106 -0.8827 -0.6 0.2 -0.7 0.08
H 2.1663 1.1093 -0.9516 0.4 -0.4 -1.1 0.02
H 2.6938 0.4610 -2.5849 0.1 0.3 0.4 0.09
H 1.0214 -3.4831 -1.6764 0.1 0.3 -0.6 0.07
H 1.4622 -2.6156 -3.2502 -0.4 -0.1 0.9 0.08
H -0.0282 -2.1845 -2.2631 0.6 0.0 -0.1 0.05
O 4.5129 0.9825 1.4912 -1.8 1.7 -0.4 -0.02
C 3.8533 2.0610 1.4614 0.2 -0.9 0.5 -0.40
O 2.5658 2.0760 1.3074 -0.9 -1.6 -0.6 -0.22
H 4.1788 3.1131 1.6159 1.0 -0.8 -0.1 0.17
```
Forces are in eV/Å.

Summary:
LUMO (alpha / beta): -8.44 / -8.38 eV
relative energy (zero: lowest compared OMol25 entry of this formula, charge and spin): 3.2614 eV
orbital gap (alpha / beta): 0.1477 / 0.1497 Eh
total charge: +2
spin multiplicity: 1